No. 1
Computed, not measured: a molecular structure, C33H71Ca3N2O16P2, with ωB97M-V/def2-TZVPD.

## Properties
* energy above the lowest of the compared OMol25 structures with the same formula, charge and spin: 759.68 kcal per mole
* total charge: -1
* highest occupied orbital energy: -0.105 hartree
* maximum force: 0.1009 hartree/bohr
* gap between HOMO and LUMO: 2.37 eV

Last column: Mulliken charge in e.
CARTESIAN COORDINATES (ANGSTROEM)
Ca1 15.90681 15.81160 24.26837  1.1998
Ca2 13.87498 14.14677 32.36207  1.4101
Ca3 11.32169 16.20086 27.32598  1.4904
P1 15.77000 15.53145 28.68605  0.5423
O1 14.81776 14.89337 27.70306  -0.6937
O2 14.59119 16.27418 29.36191  -0.6035
O3 16.69398 16.31742 27.74858  -0.7420
O4 16.31618 14.55087 29.76906  -0.6875
P2 11.58333 16.27292 22.82634  0.7093
O5 12.39616 17.13794 23.84774  -0.6721
O6 10.62235 15.41141 23.78647  -0.7407
O7 12.72851 15.49202 22.22805  -0.5861
O8 11.01184 16.99475 21.61996  -0.6818
O9 7.83909 14.27251 32.96868  -0.4469
C1 9.21312 14.16608 32.88689  0.6085
O10 9.98142 14.12715 33.87562  -0.7123
O11 9.83192 14.32351 31.76969  -0.7340
H1 7.59951 14.24468 33.89788  0.3087
C2 22.16068 17.44437 29.91759  -0.4148
C3 22.10086 18.85791 29.39934  -0.4295
C4 22.24650 19.69692 30.64155  -0.3972
O12 22.85451 18.86959 31.56211  -0.4340
C5 22.35848 17.51395 31.41027  -0.3857
H2 22.99099 16.84256 29.54813  0.2317
H3 21.19876 16.99131 29.67771  0.2918
H4 21.08846 18.99774 29.02039  0.2396
H5 22.83977 19.13720 28.64828  0.2739
H6 21.35728 20.05314 31.16165  0.2643
H7 22.81853 20.61126 30.48387  0.2560
H8 21.43585 17.38072 31.97514  0.2350
H9 23.10923 16.81787 31.78437  0.2699
C6 18.71258 14.51937 37.07325  -0.3707
C7 17.48976 14.66228 37.87111  -0.6031
C8 16.39440 13.89160 37.12253  -0.4737
O13 16.88382 13.77646 35.78067  -0.3465
C9 18.30562 13.60049 35.87417  -0.5774
H10 19.52387 14.11112 37.67593  0.2858
H11 18.96564 15.51459 36.70772  0.2464
H12 17.36735 15.72364 38.08706  0.2682
H13 17.61612 14.42557 38.92757  0.3271
H14 15.39092 14.28280 37.29018  0.3336
H15 16.43853 12.84415 37.42086  0.2882
H16 18.75635 13.74232 34.89191  0.3382
H17 18.45462 12.54097 36.08227  0.2712
C10 15.21655 20.43085 33.16120  -0.6562
C11 14.00884 20.46776 34.09809  -0.4284
C12 13.75369 19.01659 34.25007  -0.4610
O14 15.04047 18.34973 34.18127  -0.3695
C13 15.99509 19.12008 33.47696  -0.3974
H18 15.78156 21.36085 33.22425  0.3548
H19 14.96331 20.30924 32.10803  0.2658
H20 13.18644 21.00599 33.62687  0.2634
H21 14.19176 20.99319 35.03542  0.2884
H22 13.21366 18.69466 33.35966  0.2970
H23 13.23446 18.71912 35.16112  0.2687
H24 16.43223 18.57120 32.64286  0.3351
H25 16.64877 19.40262 34.30218  0.2369
C14 20.65384 8.01110 30.29585  -0.4616
C15 20.77934 9.44497 30.89833  -0.5790
C16 21.39342 10.26729 29.81037  -0.3912
O15 21.97326 9.38139 28.88761  -0.3981
C17 21.87098 8.04106 29.37351  -0.4673
H26 19.77008 7.85180 29.67804  0.2731
H27 20.68042 7.32586 31.14312  0.2933
H28 21.47255 9.43131 31.73939  0.2822
H29 19.76783 9.79298 31.10771  0.3192
H30 22.17321 10.91600 30.20936  0.2831
H31 20.48322 10.78574 29.50893  0.2729
H32 22.76294 7.66638 29.87563  0.2655
H33 21.73849 7.36155 28.53161  0.3074
C18 14.21835 7.19827 31.92192  -0.6627
C19 13.42617 7.64674 30.70878  -0.5165
C20 13.89084 9.08123 30.55480  -0.4148
O16 13.83212 9.53905 31.89784  -0.3474
C21 14.17556 8.45853 32.76003  -0.4131
H34 15.20555 6.80825 31.67408  0.2913
H35 13.75888 6.32885 32.39213  0.3141
H36 12.37912 7.53290 30.98957  0.2716
H37 13.71625 6.95287 29.91977  0.3064
H38 13.17414 9.51904 29.85999  0.3049
H39 14.92076 9.21540 30.22410  0.2899
H40 13.38894 8.35823 33.50787  0.3115
H41 15.16415 8.44718 33.21899  0.2644
C22 19.73512 11.27349 21.76114  -1.0123
C23 18.88327 12.45749 22.03026  -0.6992
N1 18.56597 12.67451 23.49248  -0.1133
C24 17.93177 11.46422 24.02417  -0.7219
C25 16.62899 10.99133 23.30469  -1.1427
C26 19.77771 13.04854 24.31309  -0.4859
C27 20.50235 14.35021 23.83503  -1.1268
H42 20.67983 11.28201 22.30479  0.2895
H43 20.12765 11.20726 20.74643  0.4102
H44 19.26494 10.37181 22.15357  0.2623
H45 19.48017 13.28931 21.65625  0.3617
H46 17.97864 12.38143 21.42697  0.3815
H47 17.63952 11.84520 25.00270  0.6044
H48 18.67482 10.68450 24.19154  0.3985
H49 15.90454 11.77929 23.51061  0.3039
H50 16.19900 10.06550 23.68687  0.3606
H51 16.68479 10.94298 22.21719  0.2581
H52 19.60217 13.19739 25.37851  0.4785
H53 20.48880 12.22251 24.30284  0.2800
H54 21.45201 14.44915 24.36084  0.3943
H55 20.91319 14.24692 22.83073  0.3172
H56 19.95334 15.28904 23.90787  0.2111
C28 6.64916 17.14667 27.59572  -1.1593
C29 7.29615 18.46587 27.12369  -0.5464
N2 8.38001 18.85781 28.04880  0.1017
C30 7.91295 19.02180 29.44967  -0.6892
C31 6.83985 20.08743 29.65267  -1.1065
C32 9.06964 20.02700 27.40565  -0.6589
C33 10.47695 20.35335 28.02179  -1.0156
H57 6.12614 17.26800 28.54431  0.3067
H58 7.35701 16.31783 27.58851  0.2269
H59 5.83993 16.87943 26.91613  0.4162
H60 7.61594 18.28551 26.09738  0.5053
H61 6.50600 19.20827 27.01137  0.2793
H62 7.44228 18.13210 29.86802  0.3471
H63 8.87993 19.06468 29.95087  0.4412
H64 7.25679 21.06165 29.39740  0.2956
H65 5.83591 19.96026 29.24764  0.2736
H66 6.63153 20.22533 30.71365  0.4294
H67 8.50611 20.95882 27.45310  0.2897
H68 9.30406 19.88785 26.35029  0.4559
H69 11.19420 19.53351 27.98304  0.1601
H70 10.28256 20.54994 29.07614  0.3046
H71 10.80980 21.21245 27.43933  0.3792

No. 2
Computed, not measured: 2 unconnected molecules or ions with the total composition CH4Cl2OSi, with ωB97M-V/def2-TZVPD.

## Properties
* energy above the lowest of the compared OMol25 structures with the same formula, charge and spin: 142.85 kcal per mole
* highest occupied orbital energy (alpha / beta): -0.292 / -0.357 hartree
* maximum force: 0.0542 hartree/bohr
* gap between HOMO and LUMO (alpha / beta): 5.91 / 8.32 eV

Last column: Mulliken charge in e.
CARTESIAN COORDINATES (ANGSTROEM)
C1 -0.33308 -0.99584 1.65661  -0.4343
O1 0.19138 0.02745 0.96279  -0.5011
Si1 3.05034 0.23956 -0.39062  0.4192
Cl1 3.97842 -1.45562 0.09332  -0.1374
Cl2 4.30628 1.78875 -0.16221  -0.1506
H1 0.47105 -1.72284 1.97054  0.1925
H2 -1.04895 -1.71002 1.12224  0.2142
H3 -0.81239 -0.65598 2.60344  0.2216
H4 1.55533 0.14715 0.20510  0.1759

No. 3
Computed, not measured: a molecular structure, C16H27Cl2N2O3SV, with ωB97M-V/def2-TZVPD.

## Properties
* energy above the lowest of the compared OMol25 structures with the same formula, charge and spin: 0.00 kcal per mole
* total charge: -1
* highest occupied orbital energy (alpha / beta): -0.113 / -0.149 hartree
* maximum force: 0.0136 hartree/bohr
* gap between HOMO and LUMO (alpha / beta): 5.90 / 6.89 eV
* 2S+1: 4

Last column: Mulliken charge in e.
CARTESIAN COORDINATES (ANGSTROEM)
V1 -1.33734 -0.13086 -0.25117  0.7221
Cl1 -2.88311 0.90100 6.66257  -0.2739
C1 -2.17473 0.83386 5.05908  0.4164
C2 -1.12586 1.68696 4.75569  -0.7997
C3 -0.58834 1.62099 3.47204  0.5320
Cl2 0.71000 2.72219 3.07936  -0.2414
C4 -1.04285 0.74969 2.48631  0.4478
O1 -0.52562 0.78408 1.27264  -0.6463
C5 -2.10754 -0.15869 2.84077  1.0180
C6 -2.63408 -1.14372 1.97246  -0.6127
O2 -2.13784 -1.51854 0.80613  -0.5991
C7 -2.66323 -0.06465 4.14145  -1.3190
H1 -0.73841 2.38836 5.47872  0.4205
H2 -3.49510 -1.70834 2.32879  0.3060
H3 -3.47263 -0.72990 4.41398  0.3438
N1 0.61771 -2.56489 1.26139  -0.2981
C8 1.81470 -3.35593 1.52519  -0.8303
C9 2.30274 -3.12968 2.95802  -0.5402
C10 3.23191 -1.93784 3.20310  -0.9238
C11 2.63135 -0.54613 3.03471  -0.2242
N2 2.47610 -0.18095 1.63169  -0.7403
H4 -0.12090 -2.78086 1.91966  0.0671
H5 0.23489 -2.71108 0.33519  0.0985
H6 2.58941 -3.04159 0.81947  0.4148
H7 1.66011 -4.43315 1.36992  0.4339
H8 2.82163 -4.03402 3.29100  0.3147
H9 1.42252 -3.03011 3.60501  0.2978
H10 4.10344 -2.01282 2.54384  0.3334
H11 3.60307 -2.02324 4.23015  0.3718
H12 3.31493 0.17451 3.49186  0.4294
H13 1.68941 -0.49005 3.60534  0.1731
H14 2.11281 0.76440 1.57328  0.2901
H15 1.73020 -0.75080 1.23676  0.3259
C12 -0.29303 -0.77255 -1.88031  -0.9705
H16 0.12457 -1.77508 -2.00120  0.4481
H17 0.49642 -0.02872 -2.07002  0.4694
C13 -4.62649 -0.15841 -3.22137  -1.0723
C14 -3.35504 0.29114 -3.91570  -0.7414
S1 -1.79175 -0.47107 -3.03374  0.4288
O3 -2.36384 0.38002 -1.71088  -0.9331
C15 -0.73033 0.26965 -4.33172  -0.5584
C16 0.33515 -0.67040 -4.87370  -1.0431
H18 -5.51655 -0.04960 -3.84959  0.3652
H19 -4.79017 0.40330 -2.30323  0.2232
H20 -4.55622 -1.21618 -2.94327  0.2769
H21 -3.29874 1.38202 -3.98153  0.3170
H22 -3.30951 -0.13147 -4.92733  0.3994
H23 -0.27545 1.15719 -3.87947  0.3011
H24 -1.37666 0.60539 -5.13960  0.4422
H25 0.98396 -1.04741 -4.08698  0.2907
H26 0.95651 -0.14911 -5.60711  0.3804
H27 -0.12504 -1.52555 -5.37253  0.2682

No. 4
Computed, not measured: a molecular structure, C41H35BBrClN2O6Ti, with ωB97M-V/def2-TZVPD.

## Properties
* energy above the lowest of the compared OMol25 structures with the same formula, charge and spin: 66.00 kcal per mole
* total charge: -2
* highest occupied orbital energy (alpha / beta): 0.028 / -0.066 hartree
* maximum force: 0.0156 hartree/bohr
* gap between HOMO and LUMO (alpha / beta): 3.29 / 5.85 eV
* 2S+1: 3

Last column: Mulliken charge in e.
CARTESIAN COORDINATES (ANGSTROEM)
Ti1 -0.44171 -0.12835 0.11618  0.8703
C1 -2.03177 -3.78650 3.52110  -1.2984
C2 -2.70694 -2.53104 3.06463  0.5982
C3 -3.36943 -1.67765 3.93533  -0.5661
C4 -3.89968 -0.47920 3.48564  -0.5614
C5 -3.71453 -0.18047 2.14736  -0.0360
Br1 -4.42833 1.45834 1.48616  -0.2179
N1 -3.08676 -0.95605 1.29602  -0.2319
C6 -2.60444 -2.11810 1.74149  0.2331
H1 -2.38737 -4.09287 4.50645  0.4746
H2 -0.95296 -3.62340 3.57037  0.1329
H3 -2.20073 -4.60565 2.82205  0.3029
H4 -3.45614 -1.93970 4.98486  0.3601
H5 -4.40914 0.21351 4.13880  0.4005
H6 -2.04865 -2.69192 1.01205  0.2764
Cl1 4.42587 -0.59402 7.04694  -0.3310
C7 3.40515 -0.52791 5.61556  0.3420
C8 3.88374 0.07949 4.44673  -0.7616
C9 3.08903 0.13407 3.33077  -0.4348
C10 1.77051 -0.41847 3.32773  0.1698
C11 1.32147 -1.03320 4.53762  -0.5123
C12 2.12104 -1.08437 5.65111  -0.6492
C13 0.94997 -0.38324 2.17809  0.9738
O1 1.35047 0.15335 1.04645  -0.8701
O2 -0.23924 -0.89583 2.13018  -0.7870
H7 4.88104 0.50310 4.42935  0.3720
H8 3.45348 0.60012 2.42455  0.3579
H9 0.32889 -1.46563 4.56340  0.3172
H10 1.76566 -1.55656 6.55992  0.3637
O3 1.36214 1.50052 -2.15450  0.4261
B1 0.83373 0.20032 -1.78618  0.4587
O4 1.37848 -0.70871 -2.74665  -0.4102
C14 2.14427 -0.00906 -3.61008  0.7341
C15 2.85605 -0.45739 -4.70257  -0.9049
C16 3.56948 0.49465 -5.43505  -0.4828
C17 3.55935 1.83662 -5.07631  -0.5101
C18 2.83490 2.28448 -3.96868  -1.3058
C19 2.13418 1.33937 -3.24871  0.1169
H11 2.85163 -1.50506 -4.97233  0.4952
H12 4.14166 0.18114 -6.30043  0.3548
H13 4.12464 2.54719 -5.66779  0.3705
H14 2.81446 3.32650 -3.67767  0.5146
C20 -0.47641 7.50638 -2.19381  -1.5200
C21 -0.69068 6.12329 -1.63857  0.8478
C22 0.26548 5.51918 -0.83715  -1.1066
C23 0.09362 4.23736 -0.31893  0.5604
C24 1.18054 3.65183 0.53607  -1.5747
C25 -1.07978 3.54291 -0.64833  0.5827
C26 -2.05273 4.12220 -1.47319  1.2442
C27 -3.32310 3.41309 -1.85117  -1.3679
C28 -1.84592 5.41473 -1.94221  -0.9680
C29 -1.27257 2.15282 -0.11249  1.3599
O5 -0.93077 1.86581 1.05623  -0.8619
O6 -1.73966 1.24140 -0.87390  -0.7919
H15 0.40473 7.97431 -1.75379  0.3523
H16 -1.33542 8.15110 -1.99554  0.3529
H17 -0.33323 7.47873 -3.27698  0.2895
H18 1.18107 6.05226 -0.60138  0.2172
H19 2.06216 4.29449 0.49757  0.3399
H20 1.45839 2.64881 0.21283  0.0963
H21 0.85759 3.54634 1.57081  0.3024
H22 -3.97863 3.29216 -0.98609  0.1518
H23 -3.12544 2.41539 -2.23384  0.1655
H24 -3.85780 3.99582 -2.60318  0.3649
H25 -2.60287 5.86811 -2.57504  0.3267
C30 2.05593 -4.86357 1.76572  -0.5741
C31 2.57079 -3.66175 1.30313  -0.4006
C32 1.80381 -2.81836 0.51378  -0.6667
C33 0.48221 -3.14438 0.18921  -0.5820
C34 -0.02213 -4.36657 0.65682  -0.0075
C35 0.75346 -5.21360 1.42903  -0.8993
N2 -0.32566 -2.23102 -0.50831  1.4428
C36 -0.95903 -2.67288 -1.63472  0.7232
C37 -1.99484 -1.87941 -2.18402  -0.2048
C38 -2.64629 -2.23508 -3.34755  -0.9275
C39 -2.32179 -3.40460 -4.02903  -0.7242
C40 -1.30815 -4.19786 -3.50463  -0.7217
C41 -0.63919 -3.85210 -2.34501  -0.6026
H26 2.65241 -5.51331 2.39531  0.3593
H27 3.57727 -3.36037 1.56964  0.3770
H28 2.19845 -1.87052 0.17527  0.1647
H29 -1.03623 -4.65033 0.39706  0.6533
H30 0.33190 -6.14779 1.78613  0.3399
H31 -2.29494 -0.96846 -1.67949  0.2860
H32 -3.42772 -1.58229 -3.72295  0.4082
H33 -2.83730 -3.68670 -4.93888  0.3514
H34 -1.01405 -5.10878 -4.01823  0.3400
H35 0.16904 -4.48121 -1.99615  0.3569